No. 1
Formula: C6H9N
Source: the OMol25 dataset
Level of theory: ωB97M-V/def2-TZVPD

Cartesian coordinates (Å):
C  1.590  1.045  1.330
C  1.467  -0.061  0.399
C  1.265  -1.013  -0.323
C  0.066  -1.552  -1.007
C  -0.985  -0.716  -0.264
C  -0.931  0.742  -0.516
N  -2.102  -0.052  -0.905
H  1.507  2.021  0.838
H  2.562  0.959  1.805
H  0.814  0.990  2.107
H  -0.066  -2.635  -0.900
H  0.074  -1.321  -2.077
H  -1.116  -1.068  0.765
H  -0.331  1.109  -1.352
H  -0.998  1.461  0.302
H  -2.818  0.092  -0.200

Atoms 1-6, force components in eV/Å:
C 0.27 0.04 0.14
C 0.73 -0.57 -0.05
C -0.06 0.47 0.25
C -0.12 0.04 -0.08
C 0.04 0.10 0.06
C -0.15 0.13 -0.01

E ... -288.63515 hartree
Relative energy (zero: lowest compared OMol25 entry of this formula, charge and spin) ... 92.2 kcal per mole
Max |F| ... 0.018 Eh/bohr
Molar mass ... 95.1 g/mol
HOMO level ... -9.047 eV
SMILES ... CC#CC[C@H]1CN1

---

No. 2
Formula: C6H9N
Source: the OMol25 dataset
Level of theory: ωB97M-V/def2-TZVPD

Cartesian coordinates (Å):
C  -0.968  1.037  1.244
C  -0.102  0.406  0.191
C  -0.309  0.493  -1.604
C  -0.544  -0.692  -0.747
C  0.712  -1.534  -0.379
N  1.926  -0.805  -0.652
C  1.165  -0.442  0.518
H  -1.359  0.279  1.931
H  -1.818  1.559  0.798
H  -0.399  1.763  1.834
H  -1.263  1.042  -1.656
H  0.308  1.217  -0.664
H  -1.539  -1.110  -0.622
H  0.754  -2.611  -0.263
H  1.799  -0.150  -1.426
H  1.635  -0.451  1.497

Atoms 1-6, force components in eV/Å:
C -0.05 0.04 0.02
C -0.10 0.00 0.23
C -0.16 -0.07 -0.13
C -0.18 -0.02 -0.04
C -0.06 -0.32 -0.04
N 0.08 0.09 -0.15

E ... -288.56082 hartree
Relative energy (zero: lowest compared OMol25 entry of this formula, charge and spin) ... 138.8 kcal per mole
Max |F| ... 0.006 Eh/bohr
Molar mass ... 95.1 g/mol
HOMO level ... -8.125 eV

---

No. 3
Formula: C6H9N
Source: the OMol25 dataset
Level of theory: ωB97M-V/def2-TZVPD

Cartesian coordinates (Å):
C  -1.813  -0.408  -0.506
C  -1.251  0.312  0.732
C  -0.725  1.596  0.526
C  0.667  1.467  0.321
C  0.967  0.117  0.496
C  1.884  -0.830  -0.210
N  -0.133  -0.463  1.019
H  -1.970  -1.481  -0.345
H  -2.685  0.040  -0.970
H  -0.987  -0.358  -1.258
H  -1.312  2.502  0.426
H  1.339  2.228  -0.056
H  1.399  -1.814  -0.256
H  1.947  -0.502  -1.250
H  2.879  -0.947  0.198
H  -0.207  -1.462  1.132

Atoms 1-6, force components in eV/Å:
C -0.51 0.00 0.05
C -0.27 0.12 0.11
C -0.01 -0.10 -0.05
C 0.10 -0.08 0.05
C 0.16 -0.08 0.13
C 0.48 -0.01 0.06

E ... -288.68252 hartree
Relative energy (zero: lowest compared OMol25 entry of this formula, charge and spin) ... 62.5 kcal per mole
Max |F| ... 0.013 Eh/bohr
Molar mass ... 95.1 g/mol
HOMO level ... -7.338 eV
SMILES ... Cc1ccc(C)[nH]1

---

No. 4
Formula: C6H9N2O2
Source: the OMol25 dataset
Level of theory: ωB97M-V/def2-TZVPD

Cartesian coordinates (Å):
C  -3.205  1.637  -0.961
C  -1.700  -1.008  0.875
C  -0.950  0.632  -0.292
C  -2.316  0.728  -0.191
N  -0.562  -0.500  0.374
N  -2.801  -0.359  0.519
H  0.487  -0.911  0.436
H  -1.599  -1.846  1.553
H  -0.203  1.299  -0.697
H  -4.031  2.141  -0.442
H  -3.689  1.143  -1.803
H  -2.584  2.475  -1.296
C  2.941  0.840  0.643
C  2.729  -0.484  -0.113
O  1.815  -1.265  0.339
O  3.458  -0.703  -1.087
H  2.054  1.113  1.229
H  3.181  1.671  -0.012
H  3.678  0.680  1.435

Atoms 1-6, force components in eV/Å:
C -0.11 1.05 0.05
C 0.26 -0.45 -0.02
C 0.32 0.09 0.12
C -0.30 -0.95 -0.17
N -0.36 0.39 0.28
N 0.61 0.40 0.37

E ... -494.10825 hartree
Relative energy (zero: lowest compared OMol25 entry of this formula, charge and spin) ... 9.1 kcal per mole
Total charge ... -1
Max |F| ... 0.023 Eh/bohr
Molar mass ... 141.2 g/mol
HOMO level ... -4.816 eV

---

No. 5
Formula: C6H9N2O2
Source: the OMol25 dataset
Level of theory: ωB97M-V/def2-TZVPD

Cartesian coordinates (Å):
C  -3.104  2.184  1.558
C  -1.703  -0.695  -0.011
C  -2.227  1.165  0.900
C  -0.867  1.166  0.748
N  -2.748  -0.002  0.410
N  -0.558  -0.036  0.175
H  -1.747  -1.641  -0.523
H  0.388  -0.305  -0.151
H  -0.122  1.926  0.915
H  -2.854  2.270  2.612
H  -4.148  1.867  1.481
H  -3.083  3.171  1.095
C  3.752  -1.422  -1.542
C  2.436  -0.897  -0.936
O  2.505  -0.178  0.084
O  1.378  -1.243  -1.522
H  3.698  -1.335  -2.629
H  3.827  -2.484  -1.316
H  4.601  -0.825  -1.203

Atoms 1-6, force components in eV/Å:
C -0.39 -0.13 -0.20
C -0.29 0.07 -0.24
C -0.18 0.22 0.05
C -0.02 -0.04 -0.13
N -0.14 -0.27 0.12
N 0.81 0.45 -0.04

E ... -494.11855 hartree
Relative energy (zero: lowest compared OMol25 entry of this formula, charge and spin) ... 2.6 kcal per mole
Total charge ... -1
Max |F| ... 0.018 Eh/bohr
Molar mass ... 141.2 g/mol
HOMO level ... -4.840 eV

---

No. 6
Formula: C6H9N2O2
Source: the OMol25 dataset
Level of theory: ωB97M-V/def2-TZVPD

Cartesian coordinates (Å):
C  -2.257  3.092  -0.607
C  0.426  0.700  -0.612
C  -1.427  0.877  0.550
C  -1.322  1.927  -0.321
N  -0.339  0.084  0.299
N  -0.225  1.749  -1.140
H  0.035  -0.692  0.877
H  1.456  0.532  -0.879
H  -2.114  0.644  1.347
H  -2.014  3.942  0.024
H  -3.284  2.755  -0.479
H  -2.039  3.378  -1.622
C  2.207  -2.411  -0.154
C  1.398  -3.065  1.072
O  0.417  -2.408  1.508
O  1.709  -4.250  1.248
H  3.043  -1.896  0.393
H  1.612  -1.775  -0.782
H  2.719  -3.183  -0.724

Atoms 1-6, force components in eV/Å:
C 0.76 -1.15 0.51
C -1.36 1.41 -1.34
C 0.11 0.02 0.03
C -0.57 0.08 -1.17
N 1.49 -0.16 1.08
N 0.85 0.15 1.42

E ... -494.09488 hartree
Relative energy (zero: lowest compared OMol25 entry of this formula, charge and spin) ... 17.5 kcal per mole
Total charge ... -1
Max |F| ... 0.060 Eh/bohr
Molar mass ... 141.2 g/mol
HOMO level ... -4.475 eV

---

No. 7
Formula: C6H9N2O2
Source: the OMol25 dataset
Level of theory: ωB97M-V/def2-TZVPD

Cartesian coordinates (Å):
C  2.857  2.141  -2.425
C  1.035  -0.691  -1.248
C  0.984  1.424  -0.784
C  1.941  1.177  -1.736
N  0.419  0.228  -0.477
N  1.938  -0.159  -2.046
H  -0.246  -0.012  0.297
H  0.753  -1.732  -1.277
H  0.766  2.315  -0.220
H  3.823  1.657  -2.539
H  2.983  3.023  -1.795
H  2.448  2.475  -3.379
C  -3.052  -1.806  1.373
C  -2.081  -0.927  2.157
O  -1.333  -0.163  1.469
O  -2.127  -1.002  3.396
H  -3.992  -1.261  1.274
H  -3.245  -2.742  1.897
H  -2.721  -2.027  0.357

Atoms 1-6, force components in eV/Å:
C -0.32 -0.05 0.59
C -0.20 0.13 -0.37
C 0.53 0.29 0.26
C -0.34 0.03 -0.16
N 0.10 -0.86 0.09
N 0.22 0.03 -0.02

E ... -494.11767 hartree
Relative energy (zero: lowest compared OMol25 entry of this formula, charge and spin) ... 3.2 kcal per mole
Total charge ... -1
Max |F| ... 0.017 Eh/bohr
Molar mass ... 141.2 g/mol
HOMO level ... -4.800 eV

---

No. 8
Formula: C6H9N2O2
Source: the OMol25 dataset
Level of theory: ωB97M-V/def2-TZVPD

Cartesian coordinates (Å):
C  1.099  1.698  1.155
C  0.311  1.410  0.080
C  1.135  -0.547  1.680
C  -1.111  0.919  4.483
C  -1.231  -0.424  0.643
C  0.387  -0.857  -1.044
N  1.379  0.640  2.016
N  0.126  -0.021  0.145
O  -1.431  0.432  5.457
O  -0.709  1.397  3.527
H  1.268  2.732  1.489
H  0.208  1.972  -0.796
H  -1.287  0.014  1.611
H  -1.914  -0.038  -0.150
H  -1.219  -1.464  0.690
H  0.735  -1.785  -0.579
H  -0.497  -0.903  -1.755
H  1.104  -0.469  -1.786
H  1.709  0.832  2.937

Atoms 1-6, force components in eV/Å:
C -2.21 3.06 -1.45
C 3.00 -2.07 3.31
C -1.78 -1.34 -2.22
C 0.01 -0.36 1.09
C 0.53 2.04 -1.46
C 0.07 0.12 -1.53

E ... -493.65548 hartree
Relative energy (zero: lowest compared OMol25 entry of this formula, charge and spin) ... 92.1 kcal per mole
Total charge ... +1
Max |F| ... 0.096 Eh/bohr
Molar mass ... 141.2 g/mol
HOMO level ... -14.545 eV

---

No. 9
Formula: C6H9N2O3
Source: the OMol25 dataset
Level of theory: ωB97M-V/def2-TZVPD

Cartesian coordinates (Å):
C  -0.913  1.098  1.238
C  -1.624  -0.058  0.890
C  0.380  0.947  0.824
C  -0.853  -0.786  0.036
C  0.507  -0.297  -0.063
C  0.710  0.428  -1.497
N  1.475  1.829  1.106
N  -1.252  -2.080  -0.618
O  1.176  2.946  1.429
O  2.602  1.327  0.977
O  1.504  -1.111  0.278
H  -1.510  1.821  1.604
H  -2.708  -0.048  1.026
H  0.955  -0.198  -2.333
H  1.529  1.082  -1.558
H  -0.247  0.841  -1.691
H  -1.543  -1.825  -1.568
H  -2.130  -2.630  -0.075
H  -0.372  -2.633  -0.617
H  2.315  -0.653  0.612

Atoms 1-6, force components in eV/Å:
C -3.49 -3.46 -0.15
C -1.37 3.12 0.96
C 3.26 -0.29 -0.57
C -0.33 -3.10 -0.23
C 1.94 4.54 -2.34
C -0.69 -2.15 0.63

Spin multiplicity ... 3
E ... -568.72053 hartree
Total charge ... +1
⟨S²⟩ ... 2.013
Max |F| ... 0.106 Eh/bohr
Molar mass ... 157.1 g/mol
HOMO level (spin up / spin down) ... -11.278 / -14.543 eV

---

No. 10
Formula: C6H9N3
Source: the OMol25 dataset
Level of theory: ωB97M-V/def2-TZVPD

Cartesian coordinates (Å):
C  -3.613  -0.043  -0.219
C  -1.371  0.477  0.086
C  1.062  1.400  0.137
C  2.345  0.879  -0.334
C  2.664  -0.474  -0.162
C  1.545  -1.419  0.072
H  -4.107  -0.475  -1.089
H  -3.573  1.147  -0.360
H  -4.032  -0.253  0.755
H  -1.573  1.598  0.185
H  1.149  2.050  1.159
H  0.610  2.179  -0.516
H  3.202  1.605  -0.797
H  3.757  -1.044  -0.007
H  1.732  -2.561  -0.345
N  -2.243  -0.508  -0.053
N  0.056  0.239  0.363
N  0.336  -1.040  0.193

Atoms 1-6, force components in eV/Å:
C 1.31 2.98 0.15
C -0.18 -1.61 0.78
C -2.11 1.27 1.81
C 4.31 -1.82 -0.67
C 1.20 0.58 1.04
C 1.14 -2.06 -1.90

E ... -398.12182 hartree
Relative energy (zero: lowest compared OMol25 entry of this formula, charge and spin) ... 96.4 kcal per mole
Max |F| ... 0.092 Eh/bohr
Molar mass ... 123.2 g/mol
HOMO level ... -7.966 eV
SMILES ... C/N=C/N1CC=CC=N1

---

What is the E in the third record?
-288.68252 hartree

---

Repeat the ninth record exactly.
Formula: C6H9N2O3
Source: the OMol25 dataset
Level of theory: ωB97M-V/def2-TZVPD

Cartesian coordinates (Å):
C  -0.913  1.098  1.238
C  -1.624  -0.058  0.890
C  0.380  0.947  0.824
C  -0.853  -0.786  0.036
C  0.507  -0.297  -0.063
C  0.710  0.428  -1.497
N  1.475  1.829  1.106
N  -1.252  -2.080  -0.618
O  1.176  2.946  1.429
O  2.602  1.327  0.977
O  1.504  -1.111  0.278
H  -1.510  1.821  1.604
H  -2.708  -0.048  1.026
H  0.955  -0.198  -2.333
H  1.529  1.082  -1.558
H  -0.247  0.841  -1.691
H  -1.543  -1.825  -1.568
H  -2.130  -2.630  -0.075
H  -0.372  -2.633  -0.617
H  2.315  -0.653  0.612

Atoms 1-6, force components in eV/Å:
C -3.49 -3.46 -0.15
C -1.37 3.12 0.96
C 3.26 -0.29 -0.57
C -0.33 -3.10 -0.23
C 1.94 4.54 -2.34
C -0.69 -2.15 0.63

Spin multiplicity ... 3
E ... -568.72053 hartree
Total charge ... +1
⟨S²⟩ ... 2.013
Max |F| ... 0.106 Eh/bohr
Molar mass ... 157.1 g/mol
HOMO level (spin up / spin down) ... -11.278 / -14.543 eV

---

Which of these has the lowest max |F|?
number 2